C20H68CdN3O13 as an isolated structure, computed with ωB97M-V/def2-TZVPD.

Each line ends with the Löwdin charge.
Positions of all 105 atoms, in Å:
H -7.857 0.707 5.690  0.09
H 2.139 -4.283 -8.305  0.07
C 8.441 2.053 3.614  -0.43
O -2.326 6.870 -3.787  -0.11
H -7.320 -1.589 4.516  0.11
H 8.644 3.740 4.896  0.06
H -6.677 1.582 1.661  0.03
H -5.934 0.158 -4.030  0.14
H 0.361 -2.656 -5.474  0.11
H 8.868 2.517 2.725  0.13
N 1.626 -4.960 -7.759  0.04
H 2.292 -5.300 -7.080  0.07
H -6.472 -2.171 -0.367  0.09
H 0.587 -5.953 1.110  0.08
C -7.002 -0.875 5.275  -0.35
C -4.874 -0.062 -3.904  -0.44
H -5.687 -3.136 -1.472  0.09
C -0.296 -5.245 -6.411  -0.07
H -4.904 1.251 -2.417  0.06
H 5.855 0.497 1.069  0.08
H 0.910 -4.183 1.349  0.07
H 1.747 -0.570 6.178  0.07
H 0.708 0.114 7.342  0.08
H 0.989 1.265 -0.601  0.10
O -5.602 -1.053 -1.900  -0.18
H 7.302 2.894 5.112  0.06
H 9.841 0.514 4.075  0.08
H -0.507 0.984 -1.385  0.13
H 1.587 -4.163 -0.968  0.10
H -2.615 7.588 -4.350  0.04
H 2.266 -5.232 0.953  0.07
O -0.466 6.787 2.582  -0.10
C 0.786 -0.738 6.666  -0.10
H 3.243 -1.803 -4.998  0.09
C 7.325 1.204 3.055  -0.21
H 7.115 -0.469 0.320  0.08
O 1.191 7.958 -1.492  -0.11
N -4.519 1.232 -3.350  0.03
O 1.908 -2.080 -6.616  -0.22
C 1.133 -3.207 -6.012  -0.16
H 1.759 -3.670 -5.249  0.12
H 0.257 6.180 2.742  0.03
O -0.355 2.911 -0.682  -0.11
H 4.308 4.977 0.478  0.03
H 2.011 7.470 -1.563  0.03
H -5.165 0.132 5.989  0.07
H -0.319 1.538 1.532  0.08
H -0.892 6.882 3.433  0.04
H 0.220 -6.128 -6.034  0.08
C 0.846 -4.902 -0.665  -0.33
H 3.136 4.693 -0.437  0.02
H -3.681 -1.129 -2.423  0.13
O 7.781 0.316 2.004  -0.16
H -1.727 0.780 0.673  0.08
H 1.925 -6.374 -1.212  0.08
H -4.659 -2.206 -0.473  0.09
O -6.502 1.889 0.771  -0.05
H 1.269 8.655 -2.143  0.04
H 0.537 -2.790 6.416  0.11
O 3.939 5.210 -0.374  -0.05
C 0.603 -4.200 -7.045  -0.44
O -4.531 5.558 0.267  -0.11
H 1.847 -0.629 -5.188  0.08
C 6.660 -0.207 1.276  -0.11
H -4.788 4.639 0.350  0.03
H -1.123 -5.582 -7.037  0.08
O -0.369 -2.212 8.155  -0.06
H 3.113 -0.635 -6.385  0.09
H 1.623 -2.356 7.752  0.11
C -5.600 -2.148 -1.021  -0.11
H -3.517 1.254 -3.223  0.06
H 6.534 1.874 2.718  0.11
H -3.050 -0.340 -5.130  0.07
C -0.067 1.530 -0.550  -0.36
H -4.361 0.468 -5.940  0.08
H -0.178 -4.557 -0.809  0.11
C 0.687 -2.106 7.251  -0.37
H -7.353 -1.135 6.274  0.11
H -6.870 1.210 0.206  0.03
C 2.578 -1.271 -5.679  -0.14
H -4.529 -1.285 -5.548  0.08
H 0.014 -0.788 5.898  0.07
H 6.907 0.784 3.970  0.12
H -0.813 -4.708 -5.616  0.07
H -0.177 -0.053 0.918  0.08
C 1.193 -5.094 0.822  -0.09
H 9.058 1.158 5.488  0.08
C -5.476 -0.696 5.352  -0.09
N 7.930 3.230 4.396  0.01
C -0.645 0.908 0.704  -0.08
C 9.487 1.441 4.527  -0.07
H 6.336 -1.184 1.635  0.08
H -2.227 6.125 -4.380  0.04
H -0.706 -3.107 8.069  0.09
H -4.816 -2.140 -3.421  0.13
C -4.663 -1.200 -2.892  -0.24
H -5.045 -0.566 4.359  0.07
H -5.074 -1.538 5.915  0.07
O 1.007 -6.137 -1.366  -0.08
Cd -1.558 6.522 -0.694  1.23
C -4.136 -0.322 -5.223  -0.05
H 10.326 2.113 4.706  0.08
O -7.483 0.346 4.883  -0.08
H -5.231 6.043 0.704  0.04
H -0.012 -3.630 -7.740  0.14

Results
HOMO = -0.3863 Eh
HOMO-LUMO gap = 2.79 eV
LUMO = -7.72 eV
charge = +1
DFT total energy = -57478.0869 eV


A 14-piece molecular cluster, C20H68N6O14 overall, computed with ωB97M-V/def2-TZVPD.

Each line ends with the Löwdin charge.
Positions of all 108 atoms, in Å:
H -12.868 -1.107 25.033  0.13
H -9.066 5.258 23.177  0.10
H -12.909 3.735 24.003  0.06
O -13.360 0.831 24.828  -0.10
H -16.128 2.527 19.168  0.08
C -15.477 -0.806 20.983  -0.07
C -7.505 2.348 19.780  -0.62
H -11.370 6.013 16.859  0.08
H -12.352 0.918 22.300  0.05
C -8.865 -0.640 19.316  -0.15
H -11.584 3.504 17.497  0.10
H -13.249 -0.206 27.246  0.09
H -13.421 7.598 20.622  0.12
N -13.498 4.160 23.250  0.16
H -11.373 -0.798 19.525  0.06
H -15.131 2.893 20.510  0.06
N -15.382 4.436 22.279  0.19
H -13.181 3.338 18.814  0.07
H -12.298 5.701 18.323  0.06
H -14.642 -1.400 20.530  0.05
N -7.842 3.016 18.716  0.15
H -6.951 0.019 24.191  0.09
H -8.469 -0.650 22.510  0.09
H -14.102 0.835 25.396  0.09
H -14.157 6.838 22.184  0.09
H -10.698 4.969 23.565  0.04
H -11.995 5.987 20.970  0.09
H -10.930 1.787 22.812  0.06
C -9.824 4.493 23.314  -0.13
O -12.881 5.616 20.984  -0.16
H -6.354 0.285 22.541  0.09
H -15.124 4.135 17.169  0.03
H -11.840 0.883 27.111  0.06
H -15.880 -0.137 20.170  0.08
H -9.333 2.725 20.426  0.05
H -9.943 4.073 17.343  0.12
O -14.527 3.469 17.273  -0.02
C -14.984 0.035 22.190  -0.30
O -8.359 0.315 22.603  -0.17
C -12.108 0.720 18.177  -0.40
H -16.345 4.209 22.262  0.13
C -11.577 1.587 22.003  -0.11
H -11.325 -2.256 21.310  0.12
O -10.457 3.851 19.354  -0.13
H -7.006 3.232 18.047  0.18
C -12.757 -3.190 22.635  -0.06
H -11.410 0.077 24.769  0.12
H -9.962 4.108 22.306  0.07
H -9.525 0.198 19.258  0.04
O -12.114 2.753 21.366  -0.14
H -14.693 6.452 20.559  0.07
C -12.416 3.680 26.182  -0.67
H -12.090 -0.553 16.880  0.11
H -11.165 3.581 19.935  0.03
C -12.300 -0.007 26.746  -0.06
H -11.502 1.552 18.467  0.09
H -8.540 3.642 24.386  0.11
C -11.840 -2.072 22.274  -0.33
H -6.995 1.658 23.432  0.07
H -8.373 1.759 21.504  0.07
O -8.804 -1.508 18.168  -0.10
H -13.097 1.042 17.822  0.12
O -6.270 1.694 19.913  -0.16
C -14.244 3.462 18.643  -0.33
H -11.095 5.270 25.934  0.13
C -12.411 -0.078 25.217  -0.31
C -10.843 4.139 17.977  -0.27
N -11.988 3.113 25.126  0.14
N -8.465 2.324 20.667  0.18
H -14.445 0.851 21.746  0.07
H -11.626 -0.713 27.189  0.06
H -14.468 4.500 19.049  0.11
H -16.191 -1.564 21.194  0.05
H -12.378 5.346 27.067  0.11
H -12.398 -1.185 22.178  0.06
H -14.685 1.539 19.494  0.04
O -11.475 0.147 17.153  -0.03
C -15.106 2.533 19.463  -0.06
H -13.705 -2.950 22.282  0.04
H -10.653 6.246 18.358  0.09
O -16.157 0.616 22.754  -0.08
C -12.307 -0.267 19.257  -0.08
H -12.865 -3.245 23.705  0.07
C -11.332 5.543 17.828  -0.09
O -13.406 3.201 26.970  -0.07
O -9.506 3.580 24.349  -0.12
H -9.178 -1.160 20.195  0.05
C -13.818 6.691 21.154  -0.13
C -14.713 3.781 23.140  -0.55
H -12.744 0.320 20.074  0.05
O -15.306 2.872 24.105  -0.13
H -10.999 1.040 21.267  0.07
H -11.015 3.223 24.747  0.09
H -8.660 3.615 18.804  0.06
O -10.767 -1.931 23.164  -0.05
H -12.357 -4.193 22.260  0.11
C -7.121 0.601 23.260  -0.13
N -11.887 4.813 26.395  0.19
H -7.838 -0.261 19.562  0.09
H -15.956 1.245 23.450  0.02
H -9.604 -2.053 18.112  0.07
H -14.345 -0.458 22.884  0.07
H -13.112 -1.008 18.995  0.10
H -12.376 2.220 24.925  0.06
H -11.091 -1.828 24.018  0.01
H -14.894 5.021 21.564  0.08
H -13.043 4.925 22.752  0.09
H -12.728 3.155 22.044  0.04

Results
HOMO = -0.3190 Eh
HOMO-LUMO gap = 8.43 eV
LUMO = -0.26 eV
charge = 0
DFT total energy = -59441.9432 eV
ΔE to the lowest compared entry with this formula, charge and spin = 236.4 kJ/mol


C20H6BrCl4N3O2Rh as an isolated structure, computed with ωB97M-V/def2-TZVPD.

Each line ends with the natural charge from an NBO analysis.
Positions of all 37 atoms, in Å:
C 3.732 0.008 1.790  -0.14
H -3.443 -4.822 -2.698  0.21
H -2.764 -3.899 1.889  0.21
C 4.109 0.003 3.124  -0.12
C -1.962 2.656 0.209  0.50
C 2.377 0.033 1.407  0.31
Rh -0.150 0.156 -0.117  1.03
C -2.439 -3.396 -1.456  0.03
H -1.368 -1.879 1.949  0.25
N -5.302 3.290 -0.392  -0.38
O 0.139 0.110 2.126  -0.66
Cl 3.622 -0.019 5.782  0.02
C -2.420 -3.366 -3.873  -0.21
C -1.586 -2.242 -3.858  -0.26
H -2.735 -3.783 -4.818  0.22
C -1.606 -2.238 -1.416  -0.19
C 1.360 0.072 2.459  0.28
C -2.651 4.600 1.395  0.31
Cl 0.598 0.006 5.038  0.02
C -2.950 3.530 0.552  -0.58
C -2.849 -3.975 -0.238  -0.22
O 1.985 -0.006 0.197  -0.71
H -3.478 -4.854 -0.276  0.20
C -1.656 -2.288 0.989  -0.26
Cl 4.942 -0.011 0.561  0.01
Cl 5.771 0.001 3.559  0.02
C -4.237 3.392 0.036  0.31
C -2.823 -3.936 -2.698  -0.20
C 1.796 0.026 3.803  -0.14
C -2.453 -3.441 0.958  -0.19
H -1.254 -1.800 -4.785  0.22
C 3.138 0.003 4.132  -0.10
C -1.199 -1.711 -2.658  0.00
N -2.402 5.486 2.087  -0.37
N -1.078 1.983 -0.157  -0.57
C -1.235 -1.668 -0.169  -0.07
Br 0.008 -0.184 -2.694  0.20

Results
HOMO (spin up / spin down) = -0.1677 / -0.1758 Eh
HOMO-LUMO gap (spin up / spin down) = 5.00 / 5.52 eV
LUMO (spin up / spin down) = 0.43 / 0.74 eV
charge = -1
DFT total energy = -152542.3840 eV
ΔE to the lowest compared entry with this formula, charge and spin = 261.3 kJ/mol


Q: The lowest DFT total energy belongs to which entry?
A: C20H6BrCl4N3O2Rh